--- w ---
{
  "formula": "C4H9NO3",
  "method": "ωB97M-V with the def2-TZVPD basis set",
  "orbital_gap_ev": 8.69,
  "elements": ["C", "C", "C", "C", "H", "H", "H", "H", "H", "H", "H", "H", "H", "N", "O", "O", "O"],
  "positions_angstrom": [[0.10, 0.08, -0.14], [1.61, 0.15, -0.19], [-0.74, -1.04, -0.54], [-0.70, -0.71, 0.88], [0.23, 2.33, 0.01], [-0.69, 1.92, -1.23], [2.09, 0.96, 0.45], [2.07, 0.34, -1.18], [2.96, -0.77, 1.09], [-0.39, -2.00, -0.86], [-2.29, -0.25, -0.12], [-0.37, -1.26, 1.69], [-1.76, 0.75, 0.39], [-0.29, 1.47, -0.33], [2.11, -1.08, 0.01], [-2.06, -0.90, -1.04], [-1.86, 0.01, 1.10]],
  "nbo_charge": [0.00, -0.05, 0.04, 0.02, 0.40, 0.40, 0.16, 0.17, 0.43, 0.22, 0.44, 0.21, 0.50, -0.90, -0.66, -0.72, -0.66]
}

=====

--- x ---
{
  "formula": "C4H9NO3",
  "method": "ωB97M-V with the def2-TZVPD basis set",
  "orbital_gap_ev": 10.42,
  "smiles": "CC(=O)O.CC(N)=O",
  "elements": ["C", "C", "O", "O", "H", "H", "H", "H", "C", "C", "N", "O", "H", "H", "H", "H", "H"],
  "positions_angstrom": [[-2.17, -0.92, 0.21], [-0.74, -1.11, -0.22], [-0.34, -0.97, -1.36], [-0.02, -1.68, 0.75], [-2.73, -0.38, -0.55], [-2.62, -1.90, 0.35], [-2.20, -0.41, 1.17], [0.92, -1.78, 0.51], [0.25, 1.61, 0.37], [1.65, 0.82, 0.23], [1.91, 0.44, -1.02], [2.27, 0.52, 1.22], [-0.51, 1.44, -0.38], [0.59, 2.63, 0.17], [-0.09, 1.56, 1.40], [1.07, 0.20, -1.67], [2.76, -0.08, -1.18]],
  "nbo_charge": [-0.73, 0.82, -0.65, -0.67, 0.24, 0.25, 0.24, 0.51, -0.75, 0.69, -0.85, -0.63, 0.22, 0.24, 0.23, 0.44, 0.39]
}

=====

--- y ---
{
  "formula": "C4H9NO3",
  "method": "ωB97M-V with the def2-TZVPD basis set",
  "orbital_gap_ev": [8.76, 8.76],
  "elements": ["C", "C", "O", "H", "H", "H", "H", "H", "H", "C", "C", "O", "N", "O", "H", "H", "H"],
  "positions_angstrom": [[0.66, 0.12, 1.58], [0.08, -1.25, 1.55], [1.33, 0.70, -0.34], [1.63, -0.11, -0.78], [0.20, 0.85, 2.22], [1.74, 0.15, 1.69], [0.49, -1.82, 2.40], [0.35, -1.79, 0.65], [-1.01, -1.22, 1.61], [-0.45, -0.12, -1.78], [-0.08, 1.02, -0.83], [-1.52, 0.18, -2.52], [-0.91, 1.07, 0.27], [0.13, -1.18, -1.85], [-1.73, -0.59, -3.08], [-0.94, 2.02, 0.62], [0.03, 1.95, -1.41]],
  "nbo_charge": [0.00, -0.69, -0.71, 0.50, 0.20, 0.19, 0.22, 0.24, 0.24, 0.78, 0.10, -0.66, -0.79, -0.63, 0.50, 0.33, 0.19]
}

=====

The structure with the least stability is w.

=====

--- w ---
{
  "formula": "C4H9NO3",
  "method": "ωB97M-V with the def2-TZVPD basis set",
  "orbital_gap_ev": 9.99,
  "smiles": "NC[C@@]1(O)[C@H](O)[C@@H]1O",
  "elements": ["N", "C", "C", "O", "C", "O", "C", "O", "H", "H", "H", "H", "H", "H", "H", "H", "H"],
  "positions_angstrom": [[2.41, 0.47, -0.54], [1.78, -0.49, 0.41], [0.28, -0.42, 0.30], [-0.60, -0.97, 1.29], [-0.30, 0.94, -0.13], [-1.49, 1.55, 0.48], [-0.42, -0.29, -1.01], [-1.72, -0.90, -1.02], [3.36, 0.05, -0.59], [2.46, 1.37, 0.03], [2.09, -0.19, 1.37], [2.12, -1.49, 0.20], [-1.00, -0.15, 1.77], [0.39, 1.70, -0.42], [-2.30, 1.20, 0.09], [0.14, -0.24, -2.02], [-1.77, -1.44, -0.13]],
  "nbo_charge": [-0.83, -0.23, 0.17, -0.72, 0.02, -0.73, 0.04, -0.73, 0.37, 0.36, 0.18, 0.20, 0.50, 0.20, 0.49, 0.22, 0.50]
}

=====

--- x ---
{
  "formula": "C4H9NO3",
  "method": "ωB97M-V with the def2-TZVPD basis set",
  "orbital_gap_ev": 10.54,
  "smiles": "C/N=C(\\O)OCOC",
  "elements": ["C", "N", "C", "O", "O", "C", "O", "C", "H", "H", "H", "H", "H", "H", "H", "H", "H"],
  "positions_angstrom": [[1.90, 1.17, -1.24], [1.10, 0.25, -0.45], [0.51, 0.61, 0.57], [0.34, 1.83, 1.09], [0.36, -0.39, 1.79], [-0.56, -1.30, 1.34], [-1.49, -0.48, 0.56], [-1.77, -0.88, -0.77], [1.73, 2.21, -0.98], [1.67, 1.00, -2.29], [2.95, 0.93, -1.10], [0.05, 1.70, 2.01], [-0.10, -2.03, 0.66], [-1.12, -1.72, 2.18], [-0.92, -0.69, -1.44], [-2.03, -1.94, -0.82], [-2.62, -0.28, -1.10]],
  "nbo_charge": [-0.42, -0.56, 0.85, -0.69, -0.58, 0.23, -0.56, -0.26, 0.19, 0.20, 0.21, 0.51, 0.15, 0.17, 0.19, 0.17, 0.19]
}

=====

The structure with the least stability is w.

=====

--- w ---
{
  "formula": "C4H9NO3",
  "method": "ωB97M-V with the def2-TZVPD basis set",
  "orbital_gap_ev": 9.94,
  "smiles": "CC(=O)O[C@H](C)NO",
  "elements": ["C", "C", "O", "O", "C", "C", "N", "O", "H", "H", "H", "H", "H", "H", "H", "H", "H"],
  "positions_angstrom": [[0.32, 2.60, -0.38], [0.64, 1.24, 0.16], [1.38, 1.03, 1.11], [-0.06, 0.28, -0.50], [0.06, -1.05, 0.01], [-0.21, -2.01, -1.14], [-0.94, -1.30, 1.06], [-0.62, -0.51, 2.25], [-0.33, 2.53, -1.26], [-0.21, 3.16, 0.40], [1.24, 3.11, -0.66], [1.08, -1.26, 0.38], [0.55, -1.90, -1.91], [-1.18, -1.80, -1.62], [-0.22, -3.05, -0.80], [-1.81, -0.87, 0.75], [0.31, -0.19, 2.15]],
  "nbo_charge": [-0.72, 0.82, -0.63, -0.52, 0.18, -0.62, -0.33, -0.61, 0.23, 0.25, 0.25, 0.20, 0.22, 0.21, 0.23, 0.34, 0.48]
}

=====

--- x ---
{
  "formula": "C4H9NO3",
  "method": "ωB97M-V with the def2-TZVPD basis set",
  "orbital_gap_ev": 9.97,
  "smiles": "CC(=O)NO[C@@H](C)O",
  "elements": ["C", "C", "O", "N", "O", "C", "C", "O", "H", "H", "H", "H", "H", "H", "H", "H", "H"],
  "positions_angstrom": [[2.72, -0.76, 0.55], [1.30, -0.92, 0.24], [0.76, -1.43, -0.71], [0.73, 0.28, 0.92], [-0.19, 1.08, 0.24], [-1.55, 0.55, 0.08], [-1.93, 0.87, -1.36], [-1.67, -0.77, 0.43], [3.38, -1.32, -0.10], [2.37, 0.47, 0.74], [2.94, -0.90, 1.60], [0.52, 0.23, 1.91], [-2.17, 1.11, 0.79], [-1.29, 0.30, -2.03], [-1.81, 1.93, -1.55], [-2.97, 0.59, -1.52], [-1.14, -1.30, -0.20]],
  "nbo_charge": [-0.81, 0.68, -0.56, -0.43, -0.40, 0.37, -0.65, -0.72, 0.25, 0.35, 0.24, 0.38, 0.15, 0.22, 0.22, 0.22, 0.49]
}

=====

--- y ---
{
  "formula": "C4H9NO3",
  "method": "ωB97M-V with the def2-TZVPD basis set",
  "orbital_gap_ev": 9.00,
  "elements": ["C", "C", "C", "N", "C", "O", "O", "O", "H", "H", "H", "H", "H", "H", "H", "H", "H"],
  "positions_angstrom": [[-0.78, 0.19, -0.17], [0.13, -0.92, -0.56], [-0.72, 1.53, -0.82], [0.30, 0.38, 1.44], [1.09, -0.98, 0.75], [-2.02, -0.16, 0.21], [0.92, -0.63, -1.68], [2.32, -0.95, 0.49], [-2.12, -1.12, 0.13], [1.84, -0.71, -1.31], [-0.39, -1.88, -0.68], [0.86, 1.23, 1.37], [-0.01, 0.21, 2.39], [0.70, -1.76, 1.45], [0.31, 1.83, -0.96], [-1.26, 2.27, -0.22], [-1.19, 1.46, -1.81]],
  "nbo_charge": [0.60, -0.08, -0.68, -0.81, 0.35, -0.66, -0.72, -0.77, 0.49, 0.51, 0.16, 0.39, 0.39, 0.10, 0.25, 0.23, 0.25]
}

=====

The structure with the least stability is x.

=====

--- w ---
{
  "formula": "C4H9NO3",
  "method": "ωB97M-V with the def2-TZVPD basis set",
  "orbital_gap_ev": 10.50,
  "smiles": "C[C@@H](O)[C@H](N)C(=O)O",
  "elements": ["C", "C", "O", "C", "N", "C", "O", "O", "H", "H", "H", "H", "H", "H", "H", "H", "H"],
  "positions_angstrom": [[2.48, -0.05, -0.68], [1.15, -0.50, 0.02], [1.39, -0.36, 1.38], [-0.06, 0.29, -0.48], [-0.16, 1.69, -0.07], [-1.41, -0.36, -0.15], [-1.63, -1.50, -0.45], [-2.34, 0.46, 0.39], [2.55, 1.01, -0.35], [2.38, -0.15, -1.77], [3.34, -0.69, -0.45], [0.93, -1.53, -0.24], [0.90, -1.02, 1.87], [-0.10, 0.27, -1.69], [0.32, 2.16, -0.82], [0.37, 1.70, 0.83], [-1.93, 1.35, 0.31]],
  "nbo_charge": [-0.62, 0.08, -0.73, -0.18, -0.87, 0.76, -0.58, -0.68, 0.21, 0.21, 0.23, 0.19, 0.49, 0.22, 0.38, 0.39, 0.51]
}

=====

--- x ---
{
  "formula": "C4H9NO3",
  "method": "ωB97M-V with the def2-TZVPD basis set",
  "orbital_gap_ev": 8.97,
  "smiles": "C=CC(=O)O.CON",
  "elements": ["C", "C", "C", "O", "O", "H", "H", "H", "H", "C", "O", "N", "H", "H", "H", "H", "H"],
  "positions_angstrom": [[-1.54, 1.02, 2.30], [-1.31, 0.89, 1.00], [-1.20, -0.42, 0.30], [-1.60, -0.58, -0.83], [-0.71, -1.44, 1.02], [-1.41, 0.22, 3.02], [-1.91, 1.93, 2.75], [-1.59, 1.70, 0.33], [-1.10, -1.47, 1.91], [2.19, -0.43, -0.60], [1.49, -0.79, -1.94], [0.75, 0.29, -2.44], [2.45, 0.59, -0.29], [1.68, -1.06, 0.12], [3.15, -0.85, -0.90], [0.92, 0.33, -3.44], [-0.24, 0.08, -2.30]],
  "nbo_charge": [-0.32, -0.31, 0.76, -0.55, -0.70, 0.18, 0.21, 0.23, 0.49, -0.29, -0.43, -0.56, 0.20, 0.19, 0.19, 0.34, 0.35]
}

=====

--- y ---
{
  "formula": "C4H9NO3",
  "method": "ωB97M-V with the def2-TZVPD basis set",
  "orbital_gap_ev": 10.70,
  "smiles": "O=CCCNC=O.O",
  "elements": ["O", "C", "C", "C", "N", "C", "O", "H", "H", "H", "H", "H", "H", "H", "O", "H", "H"],
  "positions_angstrom": [[-0.43, -1.08, -3.68], [0.25, -0.57, -2.84], [-0.24, 0.05, -1.56], [0.80, -0.21, -0.46], [0.29, 0.00, 0.88], [0.82, 0.86, 1.75], [0.45, 0.92, 2.92], [1.35, -0.55, -2.97], [-0.38, 1.12, -1.64], [-1.21, -0.35, -1.26], [1.14, -1.25, -0.51], [1.70, 0.37, -0.69], [-0.58, -0.48, 1.07], [1.57, 1.59, 1.40], [-2.15, -0.22, 2.24], [-1.54, -0.82, 2.69], [-1.83, 0.61, 2.65]],
  "nbo_charge": [-0.49, 0.44, -0.53, -0.21, -0.62, 0.52, -0.65, 0.10, 0.24, 0.23, 0.19, 0.20, 0.43, 0.12, -0.94, 0.47, 0.49]
}

=====

The structure with the least stability is x.

=====

--- w ---
{
  "formula": "C4H9NO3",
  "method": "ωB97M-V with the def2-TZVPD basis set",
  "orbital_gap_ev": 6.57,
  "elements": ["O", "C", "N", "C", "C", "O", "C", "O", "H", "H", "H", "H", "H", "H", "H", "H", "H"],
  "positions_angstrom": [[1.52, 1.47, -0.54], [1.93, 0.64, 0.36], [1.08, -0.56, 1.17], [-0.21, -0.80, 0.62], [-0.13, -0.86, -0.97], [-1.34, -0.59, -1.66], [-0.99, 0.46, 1.06], [-2.34, 0.47, 0.58], [2.45, 1.08, 1.23], [2.58, -0.07, -0.23], [-0.56, -1.78, 0.88], [0.31, -1.82, -1.37], [0.67, -0.17, -1.28], [-1.12, 0.11, -2.28], [-0.47, 1.33, 0.65], [-0.99, 0.57, 2.15], [-2.41, 0.51, -0.38]],
  "nbo_charge": [-0.65, 0.03, -0.08, -0.21, -0.08, -0.72, -0.06, -0.71, 0.21, 0.28, 0.21, 0.18, 0.22, 0.48, 0.21, 0.20, 0.49]
}

=====

--- x ---
{
  "formula": "C4H9NO3",
  "method": "ωB97M-V with the def2-TZVPD basis set",
  "orbital_gap_ev": 9.74,
  "smiles": "CC(=O)NCC=O.O",
  "elements": ["C", "C", "O", "N", "C", "C", "O", "H", "H", "H", "H", "H", "H", "H", "O", "H", "H"],
  "positions_angstrom": [[-0.58, 1.10, -1.85], [-0.38, -0.48, -1.97], [-1.24, -1.03, -2.62], [0.46, -1.04, -1.08], [0.95, -0.46, 0.15], [-0.10, -0.97, 1.33], [0.39, -1.59, 2.25], [-1.59, 1.12, -2.23], [-0.52, 1.50, -0.89], [-0.05, 1.57, -2.65], [0.64, -1.99, -1.11], [1.98, -0.84, 0.51], [1.02, 0.72, 0.23], [-1.22, -0.78, 1.22], [-0.13, 0.93, 2.63], [0.04, 0.46, 3.34], [0.33, 1.78, 2.75]],
  "nbo_charge": [-0.73, 0.69, -0.60, -0.63, -0.32, 0.45, -0.58, 0.24, 0.21, 0.23, 0.40, 0.23, 0.23, 0.15, -0.92, 0.47, 0.48]
}

=====

The structure with the least stability is w.

=====

--- w ---
{
  "formula": "C11H18O",
  "method": "ωB97M-V with the def2-TZVPD basis set",
  "orbital_gap_ev": 8.65,
  "elements": ["C", "C", "C", "C", "C", "C", "C", "C", "C", "C", "C", "O", "H", "H", "H", "H", "H", "H", "H", "H", "H", "H", "H", "H", "H", "H", "H", "H", "H", "H"],
  "positions_angstrom": [[-0.12, -0.85, 1.04], [1.57, 0.56, -1.06], [2.81, 0.00, -0.34], [0.55, 1.14, -0.02], [2.85, -1.48, -0.06], [-0.48, 0.19, 0.39], [3.51, -1.82, 1.10], [-2.84, 0.43, 1.11], [-2.35, -0.99, -0.93], [-2.23, 1.51, -0.97], [-1.97, 0.26, -0.09], [0.41, -1.71, 1.59], [1.85, 1.53, -1.47], [1.15, -0.07, -1.87], [3.58, 0.01, -1.08], [3.19, 0.66, 0.46], [1.11, 1.51, 0.91], [0.15, 2.04, -0.53], [4.13, -1.01, 1.72], [3.98, -2.83, 1.18], [2.61, -2.02, 1.75], [-2.38, 1.35, 1.55], [-2.86, -0.50, 1.75], [-3.87, 0.65, 0.84], [-3.19, -0.86, -1.49], [-1.48, -1.23, -1.51], [-2.53, -1.85, -0.21], [-3.08, 1.15, -1.61], [-1.44, 1.90, -1.66], [-2.62, 2.34, -0.51]],
  "nbo_charge": [0.74, -0.38, -0.57, -0.39, 0.15, -0.37, -0.81, -0.60, -0.60, -0.61, -0.02, -0.48, 0.20, 0.23, 0.27, 0.18, 0.21, 0.22, 0.16, 0.25, 0.34, 0.22, 0.21, 0.21, 0.20, 0.22, 0.20, 0.21, 0.21, 0.21]
}

=====

--- x ---
{
  "formula": "C11H18O",
  "method": "ωB97M-V with the def2-TZVPD basis set",
  "orbital_gap_ev": 9.35,
  "smiles": "Cc1ccc(O)cc1.CC(C)C",
  "elements": ["C", "C", "C", "C", "C", "O", "C", "C", "H", "H", "H", "H", "H", "H", "H", "H", "C", "C", "C", "C", "H", "H", "H", "H", "H", "H", "H", "H", "H", "H"],
  "positions_angstrom": [[2.08, 2.20, -0.50], [2.27, 0.92, 0.26], [2.03, 0.84, 1.62], [1.98, -0.35, 2.31], [2.16, -1.53, 1.59], [1.99, -2.77, 2.16], [2.40, -1.51, 0.24], [2.44, -0.29, -0.41], [1.01, 2.43, -0.55], [2.47, 2.19, -1.51], [2.48, 3.08, -0.01], [2.02, 1.77, 2.19], [1.90, -0.32, 3.39], [2.18, -2.77, 3.10], [2.57, -2.42, -0.31], [2.45, -0.30, -1.50], [-2.33, 1.18, -1.66], [-2.31, 0.13, -0.54], [-3.77, -0.45, -0.35], [-1.36, -1.05, -0.79], [-3.31, 1.65, -1.71], [-2.12, 0.75, -2.65], [-1.58, 1.96, -1.53], [-2.06, 0.56, 0.42], [-3.79, -1.40, -0.85], [-3.88, -0.59, 0.72], [-4.56, 0.25, -0.61], [-0.40, -0.94, -0.28], [-1.81, -1.98, -0.42], [-1.16, -1.22, -1.84]],
  "nbo_charge": [-0.63, -0.06, -0.18, -0.29, 0.30, -0.68, -0.27, -0.18, 0.22, 0.22, 0.22, 0.21, 0.21, 0.48, 0.23, 0.21, -0.61, -0.22, -0.60, -0.61, 0.20, 0.20, 0.20, 0.19, 0.20, 0.20, 0.20, 0.22, 0.20, 0.20]
}

=====

The structure with the least stability is w.

=====

--- w ---
{
  "formula": "CH3N4O",
  "method": "ωB97M-V with the def2-TZVPD basis set",
  "total_charge": 1,
  "orbital_gap_ev": 11.51,
  "smiles": "N#[N+]/N=C(\\[NH3+])[O-]",
  "elements": ["N", "N", "N", "C", "N", "O", "H", "H", "H"],
  "positions_angstrom": [[2.82, -0.99, -0.31], [1.75, -1.02, -0.08], [0.61, -1.23, 0.15], [-0.59, -0.68, 0.26], [-0.70, 0.98, -0.11], [-1.64, -1.14, 0.49], [0.14, 1.56, -0.01], [-1.28, 1.33, 0.61], [-1.12, 1.19, -1.00]],
  "nbo_charge": [0.15, 0.29, -0.38, 0.82, -0.80, -0.40, 0.43, 0.44, 0.45]
}

=====

--- x ---
{
  "formula": "CH3N4O",
  "method": "ωB97M-V with the def2-TZVPD basis set",
  "total_charge": 1,
  "orbital_gap_ev": 10.74,
  "smiles": "[NH3+]/N=N\\N=C=O",
  "elements": ["N", "N", "N", "N", "C", "O", "H", "H", "H"],
  "positions_angstrom": [[1.25, -0.50, -0.21], [1.06, 1.07, 0.44], [-0.01, 1.46, 0.59], [-1.04, 0.73, 0.36], [-2.08, 0.33, -0.12], [-2.98, -0.32, -0.43], [2.19, -0.79, -0.40], [0.60, -0.88, -0.94], [1.00, -1.10, 0.70]],
  "nbo_charge": [-0.75, 0.17, 0.16, -0.46, 0.92, -0.36, 0.45, 0.44, 0.44]
}

=====

The structure with the least stability is x.

=====

--- w ---
{
  "formula": "CFN3O2",
  "method": "ωB97M-V with the def2-TZVPD basis set",
  "orbital_gap_ev": 10.51,
  "smiles": "N#CN(F)[N+](=O)[O-]",
  "elements": ["N", "C", "N", "F", "N", "O", "O"],
  "positions_angstrom": [[-2.49, 0.44, 0.13], [-1.40, 0.12, 0.01], [-0.20, -0.39, -0.14], [-0.10, -1.74, -0.06], [1.14, 0.35, 0.00], [0.93, 1.52, -0.11], [2.11, -0.30, 0.17]],
  "nbo_charge": [-0.25, 0.34, -0.04, -0.15, 0.67, -0.30, -0.26]
}

=====

--- x ---
{
  "formula": "CFN3O2",
  "method": "ωB97M-V with the def2-TZVPD basis set",
  "orbital_gap_ev": [9.87, 7.09],
  "elements": ["C", "N", "N", "N", "O", "O", "F"],
  "positions_angstrom": [[-1.21, -0.02, 0.56], [-1.02, -1.03, 1.10], [-0.88, 0.99, -0.12], [1.32, -0.24, 0.00], [0.99, -1.32, -0.09], [2.12, 0.62, -0.05], [-1.31, 1.00, -1.38]],
  "nbo_charge": [0.29, -0.24, -0.02, 0.58, -0.19, -0.23, -0.18]
}

=====

The structure with the least stability is x.